{
  "formula": "C47H36Cl4NO2P2PbSi",
  "method": "ωB97M-V with the def2-TZVPD basis set",
  "symbols": ["Pb", "C", "C", "C", "C", "C", "C", "C", "C", "C", "C", "C", "C", "C", "C", "C", "N", "H", "H", "H", "H", "H", "H", "H", "H", "H", "H", "Cl", "C", "C", "C", "C", "C", "C", "P", "C", "C", "C", "C", "C", "C", "C", "C", "C", "C", "C", "C", "H", "H", "H", "H", "H", "H", "H", "H", "H", "H", "H", "H", "H", "H", "O", "C", "O", "C", "P", "C", "C", "C", "C", "C", "C", "C", "C", "C", "C", "C", "C", "H", "H", "H", "H", "H", "H", "H", "H", "H", "H", "H", "H", "Cl", "Si", "Cl", "Cl"],
  "xyz": [[-0.761, -0.183, 0.276], [-0.146, 3.993, 1.758], [0.167, 3.777, 3.090], [0.289, 2.485, 3.574], [0.090, 1.385, 2.739], [-0.260, 1.622, 1.411], [-0.368, 2.908, 0.920], [0.255, 0.003, 3.258], [1.014, -0.241, 4.426], [1.174, -1.516, 4.869], [0.574, -2.585, 4.171], [0.708, -3.932, 4.575], [0.125, -4.934, 3.854], [-0.613, -4.623, 2.693], [-0.751, -3.328, 2.280], [-0.161, -2.276, 3.009], [-0.299, -0.983, 2.578], [-0.223, 5.000, 1.368], [0.322, 4.615, 3.756], [0.521, 2.340, 4.619], [-0.606, 3.090, -0.119], [1.499, 0.578, 4.933], [1.775, -1.724, 5.745], [1.284, -4.152, 5.465], [0.227, -5.964, 4.167], [-1.079, -5.418, 2.123], [-1.329, -3.103, 1.393], [1.658, 1.712, -1.605], [0.855, 2.988, -2.458], [1.605, 4.087, -2.849], [0.984, 5.132, -3.512], [-0.377, 5.078, -3.778], [-1.115, 3.977, -3.379], [-0.513, 2.907, -2.712], [-1.512, 1.452, -2.221], [-3.179, 2.167, -2.059], [-4.112, 2.174, -3.094], [-5.365, 2.734, -2.897], [-5.696, 3.295, -1.672], [-4.770, 3.299, -0.640], [-3.519, 2.733, -0.832], [-1.613, 0.484, -3.760], [-2.588, -0.511, -3.850], [-2.758, -1.223, -5.025], [-1.949, -0.954, -6.122], [-0.963, 0.017, -6.030], [-0.792, 0.735, -4.855], [2.662, 4.115, -2.626], [1.567, 5.991, -3.817], [-0.866, 5.894, -4.292], [-2.177, 3.948, -3.581], [-3.866, 1.740, -4.056], [-6.085, 2.731, -3.705], [-6.677, 3.726, -1.521], [-5.023, 3.727, 0.321], [-2.814, 2.725, -0.011], [-3.257, -0.688, -3.015], [-3.534, -1.976, -5.091], [-2.090, -1.498, -7.046], [-0.328, 0.226, -6.881], [-0.031, 1.503, -4.804], [2.929, -1.865, 1.613], [2.089, -1.616, 0.774], [1.608, -0.464, 0.459], [1.514, -2.808, -0.037], [0.152, -2.290, -1.112], [0.873, -2.045, -2.743], [2.091, -1.372, -2.839], [2.719, -1.264, -4.068], [2.144, -1.835, -5.195], [0.935, -2.508, -5.097], [0.290, -2.610, -3.874], [-1.063, -3.612, -1.231], [-0.695, -4.950, -1.090], [-1.663, -5.939, -1.165], [-2.995, -5.600, -1.375], [-3.363, -4.271, -1.520], [-2.397, -3.279, -1.449], [1.178, -3.578, 0.656], [2.316, -3.224, -0.649], [2.551, -0.946, -1.957], [3.666, -0.745, -4.142], [2.645, -1.763, -6.152], [0.491, -2.959, -5.974], [-0.649, -3.143, -3.801], [0.340, -5.222, -0.923], [-1.379, -6.977, -1.057], [-3.746, -6.377, -1.424], [-4.400, -4.002, -1.674], [-2.684, -2.242, -1.562], [-3.864, -2.357, 1.875], [-3.371, -0.636, 0.887], [-4.714, -0.514, -0.667], [-3.729, 0.908, 2.190]],
  "mulliken_charge": [3.030, -1.399, -1.148, -0.880, 0.333, 1.465, -0.897, 1.082, -1.174, -1.252, 1.300, -0.767, -0.914, -0.693, 0.059, -0.106, 0.055, 0.523, 0.386, 0.443, 0.692, 0.436, 0.448, 0.453, 0.410, 0.552, -0.060, -0.151, 1.484, -0.685, -0.616, -0.876, -0.765, -0.636, 1.015, 0.180, -0.185, -0.782, -0.682, -0.779, -0.347, 0.543, -0.301, -1.069, -0.778, -0.841, -0.787, 0.542, 0.403, 0.438, 0.446, 0.423, 0.457, 0.411, 0.467, 0.277, 0.591, 0.481, 0.437, 0.453, 0.498, -0.710, 0.081, -0.545, -0.888, 1.322, 0.924, -0.530, -0.921, -0.673, -0.815, -0.650, -0.066, -0.651, -0.786, -0.649, -1.223, 1.326, 0.440, 0.809, 0.427, 0.506, 0.443, 0.467, 0.479, 0.460, 0.471, 0.438, 0.506, -0.382, -0.272, 0.589, -0.264, -0.307],
  "total_charge": 1,
  "homo_lumo_gap_ev": 7.3,
  "multiplicity": 1,
  "homo_ev": -10.94
}


{
  "formula": "C20H20N5ORuS4",
  "method": "ωB97M-V with the def2-TZVPD basis set",
  "symbols": ["Ru", "C", "C", "N", "N", "C", "S", "S", "C", "C", "C", "C", "C", "C", "C", "C", "C", "C", "C", "C", "C", "O", "H", "H", "H", "H", "H", "H", "H", "H", "H", "H", "H", "H", "H", "H", "S", "C", "N", "S", "C", "N", "C", "C", "N", "H", "H", "H", "H", "H", "H"],
  "xyz": [[1.452, 1.386, 0.218], [1.746, -2.737, -1.293], [2.156, -1.407, -0.742], [1.405, -0.367, -0.907], [0.256, -0.563, -1.670], [-0.386, 0.513, -1.933], [0.115, 2.128, -1.455], [-1.875, 0.483, -2.825], [-2.371, -1.270, -2.748], [-3.150, -1.601, -1.507], [-4.540, -1.568, -1.548], [-5.287, -1.845, -0.414], [-4.652, -2.158, 0.777], [-3.267, -2.199, 0.826], [-2.521, -1.924, -0.308], [3.472, -1.320, -0.056], [4.393, -2.314, -0.317], [5.664, -2.354, 0.273], [6.059, -1.385, 1.194], [5.191, -0.373, 1.493], [3.886, -0.275, 0.872], [3.191, 0.725, 1.209], [0.662, -2.800, -1.325], [2.133, -3.544, -0.679], [2.108, -2.856, -2.316], [-1.481, -1.880, -2.880], [-2.998, -1.389, -3.632], [-5.043, -1.328, -2.475], [-6.367, -1.821, -0.465], [-5.234, -2.378, 1.660], [-2.759, -2.452, 1.747], [-1.443, -1.959, -0.254], [4.146, -3.103, -1.010], [6.341, -3.156, 0.016], [7.035, -1.441, 1.653], [5.427, 0.416, 2.193], [0.733, -2.107, 2.306], [0.296, -0.648, 1.841], [0.007, 0.447, 1.490], [1.646, 3.427, 1.341], [0.006, 3.984, 1.221], [-0.351, 5.191, 0.815], [-1.804, 5.323, 0.728], [-2.294, 3.974, 1.304], [-1.047, 3.264, 1.572], [0.316, 5.846, 0.443], [-2.103, 5.460, -0.312], [-2.150, 6.171, 1.315], [-2.904, 3.414, 0.594], [-2.854, 4.106, 2.230], [-0.961, 2.262, 1.739]],
  "mulliken_charge": [0.174, -1.583, 1.270, 0.067, -0.436, 0.511, -0.271, -0.061, -0.998, 0.471, -0.566, -0.615, -0.436, -0.816, 0.526, 0.094, -0.732, -0.652, -0.565, -0.570, 0.943, -0.447, 0.068, 0.506, 0.421, 0.339, 0.555, 0.373, 0.382, 0.398, 0.422, 0.133, 0.465, 0.430, 0.430, 0.494, -0.348, 0.370, -0.471, -0.289, 0.177, -0.128, -0.431, -0.444, 0.132, 0.217, 0.286, 0.307, 0.286, 0.314, 0.297],
  "total_charge": 1,
  "homo_lumo_gap_ev": [7.4, 4.8],
  "multiplicity": 5,
  "homo_ev": [-10.76, -11.08]
}


{
  "formula": "C26H42BeBrN3P2S",
  "method": "ωB97M-V with the def2-TZVPD basis set",
  "symbols": ["C", "C", "C", "C", "N", "C", "C", "C", "C", "C", "C", "C", "C", "C", "Be", "P", "H", "H", "H", "H", "H", "H", "H", "H", "C", "C", "H", "H", "H", "H", "H", "C", "C", "H", "H", "H", "H", "H", "C", "C", "H", "H", "H", "H", "H", "Br", "P", "C", "C", "H", "H", "H", "H", "H", "C", "C", "H", "H", "H", "H", "H", "C", "C", "H", "H", "H", "H", "H", "N", "C", "N", "S", "H", "H", "H", "H"],
  "xyz": [[0.192, -5.119, 0.862], [0.973, -3.950, 0.786], [2.322, -4.063, 0.383], [2.766, -5.298, -0.105], [1.981, -6.378, -0.117], [0.737, -6.310, 0.363], [0.446, -2.682, 1.222], [0.171, -1.679, 1.894], [0.053, -0.538, 2.749], [-0.857, 0.574, 2.484], [-0.411, 1.882, 2.933], [0.291, 1.884, 4.105], [0.760, 0.707, 4.712], [0.695, -0.505, 3.998], [-1.046, 2.252, 1.402], [-0.993, -0.410, -1.146], [3.019, -3.225, 0.481], [-0.792, -5.120, 1.337], [3.787, -5.402, -0.494], [0.139, -7.228, 0.354], [1.135, -1.431, 4.389], [-1.813, 0.330, 2.982], [1.270, 0.753, 5.664], [-0.770, 2.947, 2.589], [-1.784, 0.212, -2.710], [-1.455, -0.456, -4.048], [-1.519, 1.282, -2.750], [-2.869, 0.160, -2.524], [-1.949, 0.109, -4.853], [-0.379, -0.466, -4.270], [-1.831, -1.487, -4.104], [0.600, -1.201, -1.693], [0.591, -2.590, -2.332], [1.185, -1.240, -0.762], [1.093, -0.483, -2.368], [1.634, -2.891, -2.510], [0.160, -3.353, -1.671], [0.072, -2.609, -3.302], [-2.048, -1.871, -0.738], [-2.661, -2.717, -1.853], [-2.851, -1.460, -0.108], [-1.422, -2.493, -0.087], [-3.282, -3.499, -1.393], [-3.303, -2.131, -2.522], [-1.900, -3.229, -2.455], [0.599, 3.701, 4.769], [0.767, 2.384, -0.508], [1.444, 2.211, -2.224], [2.025, 3.448, -2.888], [0.612, 1.822, -2.832], [2.207, 1.421, -2.179], [2.309, 3.190, -3.914], [1.311, 4.272, -2.945], [2.923, 3.818, -2.387], [0.282, 4.149, -0.343], [1.266, 5.133, 0.277], [-0.649, 4.164, 0.255], [-0.001, 4.485, -1.349], [0.774, 6.111, 0.381], [1.602, 4.836, 1.279], [2.161, 5.288, -0.339], [2.256, 2.115, 0.555], [3.606, 2.646, 0.078], [2.314, 1.017, 0.651], [2.017, 2.504, 1.557], [4.356, 2.420, 0.847], [3.937, 2.174, -0.854], [3.614, 3.731, -0.076], [-3.568, -0.704, 2.158], [-3.735, 0.613, 1.883], [-4.810, 1.208, 2.432], [-2.800, 1.530, 0.714], [-4.079, -1.125, 2.933], [-2.798, -1.239, 1.753], [-4.926, 2.194, 2.205], [-5.154, 0.905, 3.338]],
  "mulliken_charge": [-0.217, 0.311, -0.190, -0.400, -0.545, -0.430, -0.070, 0.234, -0.044, -0.736, -0.751, 2.406, -0.469, -0.574, -0.288, 0.483, 0.428, 0.448, 0.380, 0.381, 0.597, 1.135, 0.504, -0.771, -0.970, -1.487, 0.577, 0.738, 0.443, 0.243, 0.287, -0.064, -1.703, 0.227, 0.448, 0.431, 0.256, 0.305, 0.392, -1.709, 0.056, -0.214, 0.455, 0.337, 0.254, -0.093, 0.861, -0.258, -1.370, 0.248, 0.432, 0.438, 0.286, 0.267, -0.678, -1.401, 0.417, 0.559, 0.451, 0.266, 0.265, -0.446, -1.391, 0.365, 0.286, 0.442, 0.341, 0.207, -0.304, 0.598, -0.416, -0.433, 0.237, 0.167, 0.287, 0.246],
  "total_charge": 2,
  "homo_lumo_gap_ev": 4.5,
  "multiplicity": 1,
  "homo_ev": -12.66
}


{
  "formula": "C51H41F3N5O4P2RbS",
  "method": "ωB97M-V with the def2-TZVPD basis set",
  "symbols": ["Rb", "N", "C", "S", "N", "N", "C", "C", "C", "C", "C", "C", "C", "C", "C", "C", "C", "C", "N", "H", "H", "H", "H", "H", "H", "H", "H", "H", "H", "H", "O", "P", "C", "P", "O", "C", "C", "C", "C", "C", "C", "C", "C", "C", "C", "C", "C", "C", "C", "C", "C", "C", "C", "C", "C", "C", "C", "C", "C", "H", "H", "H", "H", "H", "H", "H", "H", "H", "H", "H", "H", "H", "H", "H", "H", "H", "H", "H", "H", "H", "H", "C", "C", "C", "C", "N", "C", "C", "C", "C", "C", "C", "C", "H", "H", "H", "H", "H", "H", "H", "H", "F", "C", "F", "F", "C", "O", "O"],
  "xyz": [[-0.898, 0.141, -0.778], [-0.337, -5.548, -0.695], [-0.651, -4.196, -0.575], [0.654, -3.095, -0.785], [-1.915, -4.007, -0.270], [-2.347, -2.706, -0.183], [-3.424, -2.552, 0.492], [-4.080, -3.661, 1.249], [-3.373, -4.372, 2.215], [-3.978, -5.403, 2.915], [-5.299, -5.746, 2.655], [-6.013, -5.042, 1.697], [-5.405, -4.004, 1.005], [-4.090, -1.216, 0.519], [-4.951, -0.881, 1.561], [-5.529, 0.377, 1.582], [-5.253, 1.263, 0.557], [-4.404, 0.837, -0.454], [-3.840, -0.365, -0.481], [0.482, -5.701, -1.263], [-1.144, -6.113, -0.919], [-2.341, -4.111, 2.402], [-3.412, -5.947, 3.660], [-5.769, -6.557, 3.199], [-7.044, -5.300, 1.488], [-5.964, -3.447, 0.262], [-5.125, -1.584, 2.365], [-6.160, 0.673, 2.411], [-5.641, 2.271, 0.556], [-4.155, 1.491, -1.283], [0.107, -0.414, 1.468], [1.436, -0.102, 2.037], [2.822, -0.535, 0.917], [2.850, 0.539, -0.545], [1.472, 0.768, -1.031], [3.843, -0.324, -1.784], [5.212, -0.166, -1.977], [5.861, -0.880, -2.974], [5.139, -1.746, -3.784], [3.771, -1.893, -3.606], [3.117, -1.182, -2.612], [3.757, 2.057, -0.174], [3.249, 3.220, -0.744], [3.945, 4.414, -0.603], [5.140, 4.445, 0.099], [5.648, 3.285, 0.673], [4.954, 2.094, 0.536], [1.684, 1.637, 2.423], [2.771, 2.094, 3.166], [2.945, 3.451, 3.377], [2.023, 4.352, 2.854], [0.934, 3.900, 2.126], [0.765, 2.540, 1.904], [1.774, -1.015, 3.562], [1.489, -0.462, 4.806], [1.640, -1.221, 5.957], [2.066, -2.539, 5.869], [2.327, -3.103, 4.628], [2.175, -2.346, 3.476], [2.574, -1.529, 0.519], [3.781, -0.573, 1.440], [5.776, 0.531, -1.369], [6.925, -0.748, -3.127], [5.644, -2.296, -4.570], [3.199, -2.548, -4.249], [2.042, -1.265, -2.502], [2.319, 3.174, -1.300], [3.546, 5.317, -1.045], [5.679, 5.379, 0.207], [6.575, 3.311, 1.231], [5.346, 1.192, 0.993], [3.489, 1.390, 3.575], [3.795, 3.809, 3.945], [2.157, 5.414, 3.022], [0.200, 4.590, 1.732], [-0.101, 2.199, 1.350], [1.131, 0.558, 4.873], [1.411, -0.786, 6.921], [2.181, -3.132, 6.768], [2.632, -4.139, 4.553], [2.333, -2.805, 2.506], [-4.456, -0.153, -4.841], [-4.119, 0.623, -5.940], [-2.902, 1.272, -5.957], [-2.016, 1.145, -4.874], [-2.362, 0.404, -3.814], [-3.533, -0.221, -3.808], [-0.667, 1.802, -4.871], [-0.473, 2.891, -5.734], [0.761, 3.514, -5.816], [1.797, 3.035, -5.017], [1.556, 1.975, -4.152], [0.332, 1.287, -4.019], [-5.393, -0.691, -4.782], [-4.796, 0.715, -6.783], [-2.622, 1.853, -6.823], [-3.743, -0.800, -2.914], [-1.284, 3.298, -6.331], [0.909, 4.359, -6.482], [2.780, 3.498, -5.071], [2.398, 1.660, -3.531], [-2.462, 0.493, 2.952], [-2.508, 1.752, 3.411], [-3.387, 1.754, 4.436], [-1.286, 1.994, 3.975], [-2.825, 2.812, 2.299], [-3.552, 3.744, 2.659], [-2.288, 2.578, 1.206]],
  "mulliken_charge": [0.230, -0.503, 0.082, -0.273, -0.847, 0.534, -0.368, -0.112, -0.039, -0.742, -0.358, -0.757, 0.119, 0.315, -0.765, -0.614, -0.807, 0.015, 0.365, 0.230, 0.242, 0.496, 0.383, 0.348, 0.362, 0.449, 0.458, 0.365, 0.360, 0.299, 0.656, -0.204, -1.070, 0.404, 0.443, 0.550, -0.599, -0.667, -0.441, -1.238, -0.322, 0.930, -0.636, -0.811, -0.530, -0.829, -0.456, 0.656, -0.377, -0.813, -0.676, -0.931, 0.032, 0.306, -0.396, -0.685, -0.454, -0.682, -0.502, 0.539, 0.606, 0.320, 0.415, 0.361, 0.450, 0.733, 0.540, 0.459, 0.366, 0.403, 0.366, 0.493, 0.378, 0.380, 0.572, 0.226, 0.349, 0.403, 0.366, 0.430, 0.305, -0.958, -0.251, -0.824, 0.123, 0.365, -0.073, 0.875, -0.564, -0.691, -0.789, -0.340, -0.241, 0.415, 0.380, 0.266, 0.259, 0.190, 0.322, 0.368, 0.455, -0.126, 0.946, -0.335, -0.332, 0.260, -0.801, -0.482],
  "total_charge": -2,
  "homo_lumo_gap_ev": 4.5,
  "multiplicity": 1,
  "homo_ev": -0.98
}


So what do the calculations give for F_max? Going down the list: 0.1, 0.4, 4.5, 2.0 eV/Å.
So what do the calculations give for total energy? Going down the list: -5023.6876, -2810.5645, -4849.0839, -3947.5394 Eh.
So what do the calculations give for energy relative to the best compared isomer or geometry (same formula, charge and spin)? Going down the list: 0.0, 29.3, 0.0, 89.0 kJ/mol.